131
Properties=species:S:1:pos:R:3:forces:R:3 method="wB97M-V/def2-TZVPD" homo_ev=-9.01 charge=0 smiles="CC(=O)OCCCCCCCC[PH](CCc1ccccc1)(COO)OC#N.O=C1c2ccccc2C(=O)c2ccccc21.O=C1c2ccccc2C(=O)c2ccccc21.O=C1c2ccccc2C(=O)c2ccccc21" energy_ha=-3619.75801
C -5.507 -2.059 -3.740 0.84 -0.75 0.01
C -5.480 -3.333 -2.802 -1.20 0.80 0.03
O -6.461 -3.579 -2.149 0.91 -0.26 -0.34
O -4.350 -4.158 -2.755 -0.37 1.35 -0.17
C -3.360 -3.621 -1.848 0.98 0.14 0.53
C -1.900 -4.157 -2.184 -0.63 0.57 -0.21
C -1.005 -3.029 -2.862 0.34 -0.80 1.14
C 0.533 -3.463 -2.942 -0.03 0.20 -0.11
C 1.195 -3.075 -4.325 -0.34 -0.05 0.23
C 1.385 -1.485 -4.430 -0.57 -1.34 -0.26
C 0.573 -1.008 -5.693 0.39 1.05 -0.50
C 0.293 0.569 -5.707 0.44 -0.86 -0.76
P -0.662 1.138 -4.164 2.74 1.47 0.11
C -1.852 2.574 -4.094 -1.01 1.14 0.19
C -1.856 3.355 -2.684 0.35 -0.59 -0.39
C -1.631 2.423 -1.458 0.05 -1.53 1.80
C -0.617 2.851 -0.477 -1.94 -2.74 -0.18
C -0.355 1.964 0.667 -1.27 -0.58 -1.46
C -1.075 0.688 0.833 -0.16 1.24 -1.24
C -2.126 0.231 -0.099 1.59 2.99 -0.73
C -2.411 1.097 -1.247 2.19 1.53 1.13
C 0.842 2.265 -3.773 0.97 0.93 1.77
O 0.987 3.362 -4.699 -1.66 -0.71 0.00
O 2.338 3.523 -5.017 1.70 0.18 -0.34
O -1.931 -0.084 -4.371 -2.04 -0.23 -2.24
C -2.549 -0.026 -5.551 1.53 -0.61 1.99
N -2.944 -0.052 -6.635 -0.38 0.18 0.05
H -6.506 -1.954 -4.234 0.86 -0.38 0.56
H -4.709 -2.199 -4.516 -0.69 0.56 0.66
H -5.357 -1.127 -3.126 0.10 -1.02 -0.60
H -3.314 -2.498 -1.896 -0.27 -0.84 -0.13
H -3.677 -3.892 -0.801 0.36 0.16 -0.98
H -1.993 -5.007 -2.909 0.09 0.52 0.86
H -1.466 -4.500 -1.207 -0.08 0.19 -1.06
H -1.438 -2.801 -3.869 0.42 0.07 0.89
H -1.044 -2.147 -2.158 -0.22 -0.54 -1.10
H 1.060 -2.910 -2.108 -0.34 -0.73 -0.82
H 0.646 -4.563 -2.730 -0.15 1.01 -0.28
H 2.150 -3.634 -4.532 -0.83 0.60 0.48
H 0.470 -3.425 -5.121 0.83 0.44 0.71
H 2.481 -1.223 -4.486 -1.16 -0.14 -0.14
H 1.003 -1.073 -3.460 0.21 -0.10 -0.94
H -0.367 -1.595 -5.882 0.88 0.57 0.54
H 1.230 -1.189 -6.593 -0.71 0.07 0.82
H -0.191 0.906 -6.667 0.13 -0.56 1.05
H 1.326 1.023 -5.752 -1.32 -0.08 0.43
H -0.351 0.475 -2.929 -0.55 0.14 -0.78
H -1.569 3.331 -4.885 -0.10 -0.96 0.77
H -2.929 2.330 -4.284 1.09 -0.36 -0.10
H -1.031 4.114 -2.726 -0.73 -0.68 0.26
H -2.825 3.934 -2.626 0.93 -0.72 0.02
H -0.083 3.820 -0.657 -0.48 -1.11 0.40
H 0.433 2.285 1.390 -0.82 -0.57 -0.57
H -0.808 0.041 1.699 -0.26 0.67 -0.79
H -2.665 -0.726 0.072 0.47 0.90 -0.20
H -3.186 0.816 -1.997 0.74 0.26 0.67
H 0.782 2.742 -2.742 -0.04 -0.63 -0.96
H 1.790 1.647 -3.720 -1.06 0.54 -0.41
H 2.322 4.027 -5.853 -0.33 -0.30 0.44
C -1.061 -8.416 3.416 0.09 0.07 -0.04
C -1.304 -8.151 2.071 0.10 0.05 0.02
C -0.399 -7.399 1.336 -0.19 -0.10 -0.01
C 0.749 -6.900 1.946 -0.13 -0.09 0.16
C 0.980 -7.146 3.300 -0.16 -0.07 -0.12
C 0.078 -7.915 4.030 -0.18 -0.10 0.02
C 2.174 -6.579 3.976 0.10 -0.13 0.65
O 2.378 -6.795 5.155 -0.02 0.03 -0.14
C 3.108 -5.735 3.190 0.12 0.15 -0.14
C 4.202 -5.148 3.822 0.19 0.12 0.01
C 5.088 -4.369 3.093 -0.10 -0.07 -0.03
C 4.892 -4.180 1.727 -0.08 -0.06 0.04
C 3.801 -4.758 1.095 0.17 0.13 -0.02
C 2.901 -5.529 1.825 0.17 0.07 0.11
C 1.719 -6.113 1.146 -0.11 0.09 -0.64
O 1.544 -5.944 -0.046 0.00 0.01 0.10
H -1.765 -9.011 3.987 0.05 0.04 -0.03
H -2.201 -8.533 1.596 0.06 0.02 0.02
H -0.590 -7.200 0.288 0.16 0.05 0.07
H 0.260 -8.119 5.078 0.12 0.12 -0.09
H 4.361 -5.295 4.883 -0.14 -0.10 -0.08
H 5.936 -3.909 3.588 -0.05 -0.04 -0.02
H 5.589 -3.576 1.157 -0.05 -0.04 0.03
H 3.650 -4.604 0.033 -0.13 -0.09 0.09
C 4.814 2.231 -2.611 0.02 -0.02 0.10
C 6.012 2.914 -2.802 -0.01 -0.02 0.14
C 6.780 3.290 -1.710 -0.02 0.00 -0.23
C 6.348 2.995 -0.420 -0.16 -0.06 -0.14
C 5.135 2.332 -0.227 0.08 0.05 -0.19
C 4.375 1.941 -1.327 -0.02 0.01 -0.21
C 4.637 2.055 1.143 -0.54 -0.30 0.05
O 3.582 1.473 1.310 0.05 0.06 0.01
C 5.443 2.507 2.304 0.13 0.09 0.17
C 4.962 2.306 3.595 0.01 0.01 0.22
C 5.715 2.713 4.687 0.02 0.00 -0.12
C 6.956 3.315 4.495 -0.05 -0.03 -0.11
C 7.437 3.523 3.210 0.03 0.03 0.21
C 6.678 3.128 2.111 -0.09 -0.05 0.18
C 7.186 3.387 0.741 0.61 0.31 -0.12
O 8.268 3.916 0.571 -0.14 -0.07 0.03
H 4.219 1.930 -3.466 0.03 0.07 0.05
H 6.347 3.151 -3.805 -0.02 -0.02 0.06
H 7.714 3.817 -1.864 -0.04 -0.05 0.18
H 3.439 1.414 -1.182 0.08 0.06 0.15
H 3.999 1.835 3.751 0.07 0.01 -0.17
H 5.337 2.560 5.691 0.02 0.00 -0.07
H 7.546 3.626 5.349 -0.03 -0.02 -0.06
H 8.401 3.996 3.065 -0.10 -0.04 -0.15
C -4.021 3.281 0.764 -0.13 0.13 0.16
C -5.348 3.665 0.582 0.10 0.01 0.12
C -6.072 4.205 1.635 -0.05 -0.06 -0.27
C -5.477 4.355 2.883 0.12 -0.09 -0.08
C -4.155 3.950 3.076 -0.09 -0.02 -0.18
C -3.427 3.425 2.012 0.00 -0.03 -0.15
C -3.521 4.058 4.413 0.64 -0.21 0.04
O -2.368 3.709 4.582 -0.13 0.05 0.00
C -4.321 4.591 5.544 -0.15 0.07 0.17
C -3.760 4.646 6.817 0.00 0.05 0.22
C -4.495 5.155 7.878 -0.02 -0.01 -0.12
C -5.790 5.620 7.670 0.04 -0.04 -0.10
C -6.355 5.563 6.405 -0.03 0.05 0.21
C -5.626 5.040 5.340 0.11 0.01 0.19
C -6.253 4.950 3.998 -0.65 0.21 -0.15
O -7.387 5.353 3.817 0.14 -0.05 0.05
H -3.446 2.863 -0.056 -0.23 0.16 0.29
H -5.819 3.543 -0.388 0.01 0.01 0.06
H -7.102 4.506 1.484 0.08 0.04 0.17
H -2.397 3.122 2.154 -0.10 0.05 0.12
H -2.751 4.288 6.984 -0.06 0.01 -0.18
H -4.058 5.192 8.869 -0.02 0.00 -0.07
H -6.361 6.024 8.499 0.03 -0.02 -0.06
H -7.366 5.922 6.249 0.09 -0.08 -0.15